{
  "formula": "C33H38Ge2NO5OsPS6Te",
  "method": "the ωB97M-V functional and the def2-TZVPD basis",
  "total_energy_ev": -243646.6412,
  "multiplicity": 6,
  "charge": 1,
  "lumo_ha": [-0.1234, -0.1789],
  "relative_energy_kj_mol": 0.0,
  "elements": ["Os", "Te", "Ge", "Ge", "S", "S", "S", "S", "S", "S", "P", "O", "O", "O", "O", "O", "N", "C", "C", "C", "C", "C", "C", "C", "C", "C", "C", "C", "C", "C", "C", "C", "C", "C", "C", "C", "C", "C", "C", "C", "C", "C", "C", "C", "C", "C", "C", "C", "C", "C", "H", "H", "H", "H", "H", "H", "H", "H", "H", "H", "H", "H", "H", "H", "H", "H", "H", "H", "H", "H", "H", "H", "H", "H", "H", "H", "H", "H", "H", "H", "H", "H", "H", "H", "H", "H", "H", "H"],
  "positions_angstrom": [[15.800, 13.742, 11.358], [13.829, 13.156, 13.002], [18.348, 14.187, 10.760], [19.070, 13.563, 8.425], [8.975, 10.136, 11.181], [10.181, 12.804, 11.293], [12.796, 11.851, 10.218], [16.087, 14.584, 15.352], [7.365, 12.605, 11.961], [11.628, 8.860, 10.176], [16.290, 10.562, 10.963], [16.225, 11.998, 10.423], [14.762, 14.331, 9.774], [10.255, 18.460, 9.634], [16.064, 15.566, 12.172], [11.552, 19.475, 11.149], [11.245, 18.554, 10.368], [18.503, 12.665, 13.233], [19.370, 18.330, 10.592], [15.904, 14.196, 17.038], [11.885, 16.416, 9.357], [19.071, 11.950, 14.271], [20.653, 12.946, 12.252], [10.654, 10.180, 10.678], [14.191, 13.019, 16.045], [8.746, 11.852, 11.517], [21.260, 12.355, 13.348], [10.560, 7.468, 10.556], [14.874, 13.326, 17.251], [13.916, 15.311, 10.016], [18.416, 11.754, 7.953], [13.321, 17.525, 11.054], [14.719, 13.616, 14.923], [15.366, 10.337, 12.501], [21.033, 13.548, 8.147], [15.239, 16.471, 11.872], [12.753, 15.366, 9.242], [18.017, 10.107, 11.338], [18.234, 14.985, 7.295], [14.177, 16.410, 10.929], [19.104, 15.990, 11.197], [12.169, 17.464, 10.261], [20.163, 18.553, 11.706], [15.598, 9.417, 9.757], [11.225, 11.508, 10.674], [19.270, 13.178, 12.210], [19.930, 16.229, 12.279], [20.460, 11.829, 14.339], [20.427, 17.514, 12.549], [18.837, 17.091, 10.348], [15.651, 9.371, 12.940], [10.023, 7.626, 11.497], [18.716, 10.522, 10.613], [14.311, 10.383, 12.306], [19.172, 19.136, 9.886], [13.275, 12.446, 16.065], [12.696, 14.508, 8.583], [20.064, 15.444, 13.010], [18.187, 16.991, 9.484], [9.857, 7.259, 9.752], [21.019, 17.647, 13.457], [14.678, 12.895, 18.214], [18.127, 14.605, 6.274], [15.303, 17.350, 12.506], [17.423, 12.782, 13.212], [17.357, 11.663, 8.185], [13.516, 18.376, 11.747], [21.222, 13.760, 7.113], [21.528, 14.333, 8.710], [20.907, 11.345, 15.198], [11.232, 6.598, 10.619], [17.245, 15.226, 7.657], [22.379, 12.333, 13.404], [21.454, 12.586, 8.459], [21.290, 13.304, 11.428], [15.375, 8.459, 10.268], [15.619, 11.052, 13.290], [16.297, 9.182, 8.944], [18.874, 15.895, 7.316], [18.463, 11.682, 6.872], [18.445, 11.574, 15.043], [16.549, 14.669, 17.748], [18.084, 9.008, 11.270], [10.931, 16.468, 8.788], [20.658, 19.530, 11.851], [19.001, 10.948, 8.408], [18.317, 10.391, 12.362], [14.696, 9.803, 9.344]],
  "mulliken_charge": [2.025, -0.114, -0.501, 1.200, -0.077, 0.167, -0.120, 0.105, -0.115, 0.225, 1.191, -1.348, -0.553, -0.607, -0.671, -0.600, 1.013, -0.070, -0.705, -0.615, -0.452, -0.521, -0.248, 0.245, -0.511, -0.005, -0.511, -1.067, -0.569, 0.331, -1.053, -0.845, 0.281, -1.108, -1.350, -0.063, -0.620, -0.840, -1.188, 1.117, 0.388, -0.426, -0.489, -1.113, -0.296, 0.571, -0.256, -0.749, -0.700, -0.426, 0.526, 0.349, 0.021, 0.244, 0.398, 0.404, 0.587, 0.308, 0.418, 0.378, 0.398, 0.421, 0.474, 0.389, -0.035, 0.037, 0.529, 0.456, 0.400, 0.376, 0.347, 0.264, 0.364, 0.374, 0.239, 0.405, 0.131, 0.407, 0.342, 0.540, 0.571, 0.435, 0.549, 0.498, 0.349, 0.328, 0.153, 0.272]
}

***

{
  "formula": "C33H38N3",
  "method": "the ωB97M-V functional and the def2-TZVPD basis",
  "total_energy_ev": -39301.6334,
  "multiplicity": 1,
  "charge": 1,
  "lumo_ha": -0.1540,
  "relative_energy_kj_mol": 136.2,
  "elements": ["N", "N", "N", "C", "C", "C", "C", "C", "C", "C", "C", "C", "C", "C", "C", "C", "C", "C", "C", "C", "C", "C", "C", "C", "C", "C", "C", "C", "C", "C", "C", "C", "C", "C", "C", "C", "H", "H", "H", "H", "H", "H", "H", "H", "H", "H", "H", "H", "H", "H", "H", "H", "H", "H", "H", "H", "H", "H", "H", "H", "H", "H", "H", "H", "H", "H", "H", "H", "H", "H", "H", "H", "H", "H"],
  "positions_angstrom": [[4.495, 3.071, -3.479], [-1.122, -2.754, 1.613], [-1.646, 3.890, 4.745], [3.535, -2.609, 3.017], [0.328, 2.805, 4.432], [-3.183, -2.649, 2.832], [2.934, 2.317, 0.287], [4.583, 1.999, -1.475], [5.621, 2.165, -3.632], [0.201, 3.105, 1.650], [0.573, -2.148, 0.004], [2.878, -1.657, 0.775], [1.349, 2.293, 3.668], [2.561, -2.400, 2.036], [4.038, 3.905, -4.562], [1.989, -2.090, -0.408], [2.432, 3.452, -0.442], [2.845, 3.724, -1.732], [-1.665, -2.401, 2.921], [0.086, 2.765, 5.898], [2.355, 1.825, 1.482], [1.988, -3.991, 4.280], [5.719, 1.450, -2.262], [3.251, -3.392, 4.138], [-0.780, 3.699, 2.423], [1.257, -2.909, 2.236], [1.310, 2.419, 2.243], [3.934, 2.997, -2.247], [4.095, 1.656, -0.238], [-2.871, 4.593, 4.459], [-2.153, -2.940, 0.609], [-3.485, -3.027, 1.373], [0.197, -2.580, 1.258], [1.016, -3.787, 3.303], [-0.733, 3.513, 3.816], [-1.292, 3.454, 6.083], [0.064, -4.322, 3.352], [3.940, -1.763, 0.519], [-3.733, -1.755, 3.145], [-1.962, -3.848, 0.017], [-0.187, -1.996, -0.760], [2.202, 1.805, 4.146], [-2.044, 2.763, 6.493], [1.753, -4.616, 5.141], [6.688, 1.650, -1.790], [-3.455, -3.469, 3.506], [-3.130, 5.236, 5.307], [1.690, 4.099, 0.017], [-3.709, 3.904, 4.278], [3.019, 4.251, -4.361], [2.714, -0.585, 0.934], [5.440, 1.455, -4.453], [-3.874, -4.047, 1.313], [4.525, -2.161, 2.888], [6.544, 2.710, -3.880], [2.364, 4.486, -2.344], [4.044, 3.332, -5.498], [0.856, 3.316, 6.450], [2.883, 1.004, 1.969], [5.640, 0.366, -2.390], [-1.226, -2.996, 3.730], [-4.220, -2.355, 0.924], [4.682, 4.785, -4.699], [-1.236, 4.308, 6.773], [4.017, -3.564, 4.895], [-2.160, -2.098, -0.100], [2.088, -1.399, -1.252], [-2.741, 5.212, 3.564], [-1.447, -1.343, 3.163], [0.116, 3.133, 0.567], [0.071, 1.747, 6.299], [4.586, 0.874, 0.347], [2.366, -3.064, -0.762], [-1.582, 4.293, 1.984]],
  "mulliken_charge": [0.051, 0.116, 0.058, -0.643, 0.865, -0.525, 0.511, 1.048, -0.647, -1.005, -0.994, -0.100, -0.814, 0.619, -0.980, -1.280, -0.673, -1.489, -0.452, -0.726, -0.781, -0.763, -0.694, -0.641, -1.280, 0.448, 0.491, 0.684, -0.835, -1.032, -0.704, -0.585, 0.810, -0.655, 0.525, -0.672, 0.740, 0.594, 0.309, 0.296, 0.347, 0.478, 0.337, 0.402, 0.302, 0.275, 0.330, 1.045, 0.312, 0.321, -0.682, 0.347, 0.271, 0.407, 0.326, 0.260, 0.331, 0.298, 0.719, 0.287, 0.285, 0.286, 0.308, 0.329, 0.388, 0.314, 0.392, 0.351, 0.156, 0.900, 0.307, 0.513, 0.329, 0.232]
}